[1]
115
Properties=species:S:1:pos:R:3 method="wB97M-V/def2-TZVPD" charge=+1 largest_force_ev_per_a=5.0 relative_energy_kj_mol=0.0 total_energy_ha=-6440.54263 gap_ev=8.660 e_lumo_ev=-1.9
Zn -4.372 7.001 13.048
H -7.411 2.161 17.698
C -8.233 8.523 14.319
C -4.653 4.019 13.974
H -6.539 7.395 17.547
H -1.267 12.220 15.480
O -5.116 7.843 14.600
P -3.884 7.458 15.464
C -4.792 5.066 21.602
N -2.036 11.627 15.749
O -1.506 6.620 17.652
H -1.915 10.628 15.830
H -4.372 7.184 10.014
C -5.288 3.834 18.124
H -2.202 6.157 11.579
O -3.406 5.250 21.922
H -3.098 4.143 18.070
C -0.642 7.234 18.635
C -0.922 5.480 17.030
H -1.538 6.448 13.743
N -3.201 6.226 11.412
C 0.190 8.288 13.494
N -4.130 11.233 16.105
O -3.326 8.492 16.469
H -7.876 3.835 17.710
H -5.045 3.019 17.439
H -3.116 4.166 11.706
H -5.666 4.646 17.500
H -1.149 9.243 17.864
H -1.054 2.393 8.939
H -1.464 5.347 16.094
H -6.151 9.199 15.337
N -3.908 5.640 19.342
C -3.319 4.841 10.875
C -7.526 3.026 18.354
H -0.478 3.742 7.977
H -4.341 10.219 13.454
H -8.356 2.779 19.014
C -2.974 8.653 10.930
C -8.116 9.536 15.430
C 0.423 6.753 13.690
H -3.580 4.759 23.921
O -6.286 3.284 18.995
N -4.004 3.927 15.086
H -4.391 4.706 10.720
C -6.462 8.013 18.443
O -7.665 7.261 14.692
O -0.749 6.072 13.329
H -5.112 9.561 20.327
H -4.510 2.057 14.002
H -5.304 10.433 18.878
O -5.092 8.317 18.634
C -4.815 9.544 19.276
C -3.924 4.271 18.768
H 0.496 3.218 9.284
O -1.152 4.139 10.010
C -3.257 9.715 19.385
O -4.973 5.102 13.508
H -3.217 5.575 20.081
Zn -3.482 7.336 17.955
H -0.560 9.260 19.440
O -3.440 13.236 15.353
H -3.929 4.787 15.616
C -3.024 4.465 23.029
H 0.402 7.403 18.370
H -0.944 4.570 17.632
H -5.466 5.416 22.385
H -6.710 7.383 14.785
H -5.027 4.006 21.492
C -3.364 7.294 10.413
O -6.724 9.861 15.735
H -8.668 10.461 15.265
H -8.549 9.141 16.351
H 1.235 6.475 13.018
O -3.924 8.768 12.014
H 0.633 6.567 14.744
O -2.883 7.160 14.254
H -7.708 8.828 13.411
H -2.439 5.071 8.784
H -0.679 6.738 19.605
H -1.938 8.775 11.248
H -1.475 8.337 14.391
H -3.792 3.661 19.663
H -2.261 8.418 20.407
H -2.858 10.497 12.559
C -5.037 5.797 20.251
H -3.859 10.263 16.182
H -3.100 9.334 10.087
C -0.546 3.356 8.996
H -5.163 6.826 20.588
N -2.510 8.485 19.429
H -9.274 8.309 14.079
C -2.510 4.438 9.670
H -5.950 5.491 19.742
H -3.049 10.276 20.297
H 0.126 5.637 16.773
H -3.053 3.550 9.338
C -3.233 12.111 15.767
N -4.914 2.820 13.486
H 1.179 8.687 13.727
H -6.968 7.630 19.329
C -3.883 10.137 12.469
H -3.242 3.414 22.837
H -7.107 8.850 18.174
H -5.467 2.812 12.643
H -4.474 10.714 11.757
H -1.962 4.594 23.234
C -1.202 8.665 18.786
H -2.945 10.356 18.560
H -2.707 7.212 9.544
H -3.877 3.071 15.602
O -4.111 6.355 16.472
H -5.111 11.467 16.071
H -0.059 8.598 12.478
O -0.694 8.901 14.412

[2]
176
Properties=species:S:1:pos:R:3 method="wB97M-V/def2-TZVPD" largest_force_ev_per_a=3.4 relative_energy_kj_mol=0.0 total_energy_ha=-3822.59170 gap_ev=9.904 e_lumo_ev=0.4
C 3.000 -1.963 5.616
H 4.922 5.020 7.107
C -2.045 0.329 3.232
O -1.044 0.141 3.879
O -5.365 -3.582 -2.149
H -1.409 -5.172 -3.285
H -4.127 -1.498 -3.214
H 3.127 5.280 5.304
H 3.145 -2.699 6.396
H -4.133 -0.336 0.690
N -0.239 -0.494 0.011
C 4.384 -1.230 3.660
H -3.265 -0.965 4.400
C 4.150 4.906 5.103
C 5.233 -1.750 2.534
H 2.538 -4.223 -5.168
C 0.148 5.060 -1.320
H -3.419 -4.264 -2.343
H -7.676 -4.570 -2.000
O 2.432 2.263 7.462
C -7.324 -4.506 -0.965
H 8.458 -0.774 -3.936
H 0.894 -2.415 -1.264
H 3.317 0.218 -3.005
H -0.410 2.049 2.907
C -7.801 -0.040 -1.540
H 4.166 -4.308 -5.487
H -9.004 -0.737 -3.104
H 4.371 1.558 -2.627
H 4.564 2.905 1.649
H 0.762 3.465 4.130
H -1.231 -5.871 0.284
H 6.085 -2.664 -3.147
H 1.147 -3.468 3.513
H 0.943 -0.319 -3.366
C 0.563 2.929 5.081
N 3.989 -2.178 4.529
H -4.135 0.668 -3.477
C 4.879 4.296 6.290
H 0.116 2.946 -0.923
C 0.049 -3.522 3.408
C 3.527 -2.351 -5.194
H -1.166 4.907 -6.549
C -4.951 -0.707 0.057
C 3.547 3.102 1.931
H -1.580 -4.475 -0.674
H -3.673 -2.857 -4.238
H 1.585 -1.530 1.323
C -1.761 4.244 -4.632
H 1.104 1.094 4.220
H -7.919 -3.749 -0.510
H -1.562 -5.251 -5.672
O 0.696 -5.500 -1.577
H -6.503 0.130 1.326
H -0.106 -0.042 -4.769
O -2.901 3.634 -4.023
C -0.979 -4.462 -5.220
H -4.245 0.006 3.279
H -0.859 7.738 0.931
C 1.598 -3.259 -1.299
C 0.957 0.114 0.084
H 7.136 -1.025 -5.001
O 0.560 5.659 -2.274
C -0.534 -4.942 -3.863
H 2.998 3.187 0.988
H 1.982 -2.206 5.315
H -2.758 -4.874 0.617
C 3.587 4.306 2.859
C -4.127 1.755 -3.323
H 5.697 -0.988 1.900
C 3.479 -3.785 -4.834
H -4.626 -0.596 -0.978
H -2.560 3.630 1.394
H 5.871 3.911 6.151
H -9.358 -1.599 -1.590
H -9.951 0.055 -1.884
C -9.122 -0.639 -2.015
H 4.495 -1.935 -4.939
H -1.618 5.216 -4.148
H 0.079 -5.838 -3.985
O 0.215 -3.937 -3.155
H -2.093 -0.817 -0.752
H -5.053 -1.737 0.336
H 0.918 3.638 5.838
C 0.956 6.793 0.161
H 3.602 -3.993 -3.793
C -1.703 -4.903 0.307
C 0.945 0.781 8.649
H 4.153 -3.113 4.252
O -2.197 1.323 2.285
H -2.515 -2.095 -3.139
C -3.524 -2.443 -3.252
H -0.118 -5.390 2.367
H 0.258 7.083 2.130
H 3.418 0.900 -1.305
C -2.053 4.489 -6.118
C -2.944 2.264 -4.052
H 4.260 3.473 6.627
H -1.048 0.161 -1.881
C 1.336 -1.658 -4.985
H -3.686 -2.937 -1.205
O -2.067 1.572 -4.472
C 5.089 -0.337 -1.875
H 4.601 -2.342 1.891
C -6.177 0.103 0.274
O 1.042 -2.202 -5.996
C -0.492 3.734 -1.394
C 1.441 1.686 5.055
H -0.359 -1.534 -3.791
H 2.501 -3.031 -1.854
C -1.619 3.596 1.991
H -0.882 3.639 -4.543
H 1.704 0.190 9.173
O 1.219 1.147 -0.528
H -0.619 1.884 1.116
H -0.542 3.523 -2.465
C 1.981 -0.615 0.913
H 2.952 -0.777 0.436
O 2.630 -1.559 -4.464
H -1.468 3.678 -0.920
H -4.132 2.076 -2.291
O 5.851 -0.595 -2.992
H 3.195 2.199 2.432
O -5.115 -4.342 -0.018
C -1.070 2.162 2.076
H 0.753 8.542 1.244
H -0.102 -4.104 -5.763
H 0.672 1.636 9.307
H 8.087 -2.420 -4.476
C 0.763 -4.375 -1.959
H -0.813 4.174 1.566
H 7.210 -1.685 -2.038
O 4.152 -0.047 3.824
C 6.727 -1.732 -2.994
H -7.411 -5.455 -0.422
H -1.798 0.925 -0.473
C 7.630 -1.484 -4.167
C -3.290 -0.533 3.408
H -0.510 2.752 5.270
C 0.371 -0.825 -4.160
O 4.095 3.938 4.036
C 1.631 1.406 7.439
H -3.260 -1.374 2.696
H 6.076 -2.370 2.892
O 1.106 0.934 6.243
C -5.840 -4.156 -0.930
C -3.962 -3.325 -2.180
O -7.225 0.834 -2.131
N -0.402 -4.426 2.325
H -1.681 -3.659 -5.203
H -5.057 2.112 -3.754
C 0.198 7.581 1.178
H 3.400 -2.229 -6.260
O -1.447 -2.786 1.253
H -0.497 -3.726 4.316
H 0.172 0.090 8.332
H -0.498 -1.210 0.667
O 5.320 -0.781 -0.780
H 4.754 5.742 4.720
H -6.088 1.124 -0.084
H -0.262 -2.519 3.091
O 3.172 5.413 2.610
H 2.025 6.622 0.440
C -1.135 -3.949 1.307
C -1.324 0.001 -0.824
H 0.999 7.323 -0.803
C 3.958 0.629 -2.210
H 2.507 1.956 5.003
H -1.737 3.941 3.030
H 2.229 -0.057 1.848
O 0.290 5.525 -0.036
O -7.350 -0.524 -0.360
H -2.841 5.203 -6.242
H 3.045 -0.941 5.970
H 1.906 -3.545 -0.314
H -2.299 3.535 -6.569

[3]
118
Properties=species:S:1:pos:R:3 method="wB97M-V/def2-TZVPD" largest_force_ev_per_a=8.8 relative_energy_kj_mol=434.8 total_energy_ha=-8534.70136 gap_ev=5.071 e_lumo_ev=-0.6
H -1.950 -6.923 3.638
Sr -1.306 -0.238 -0.949
C -5.176 -3.036 2.791
C 6.166 1.936 -2.590
C 2.748 6.488 0.268
H 2.653 -1.652 0.874
H -1.993 -5.942 6.514
H 3.141 2.291 -6.081
C 2.369 3.835 -0.532
H -0.572 5.186 -1.657
H 4.357 0.382 -7.596
B -3.045 -2.122 0.014
H -1.719 -0.662 -4.651
C 2.296 0.752 4.780
C 3.525 4.206 0.201
C 4.863 0.280 -6.635
C 2.109 1.555 -4.364
C -3.764 1.117 1.119
H 1.543 -1.239 5.026
O -0.535 0.433 -2.805
C -4.552 1.424 -4.136
H -1.800 -2.434 -4.537
C -4.682 0.662 3.324
C 3.739 -0.689 -4.601
C 5.054 -0.006 -0.907
H -2.583 -4.292 6.233
C -2.254 -5.211 5.744
C 1.174 0.631 2.249
H -5.534 0.508 3.973
H 0.847 6.890 -0.618
C 0.989 2.206 -1.650
C 6.863 0.742 -2.325
H 2.360 0.322 6.885
H -1.304 0.811 3.319
O -2.302 -3.108 0.733
C 1.377 4.814 -0.815
H -1.359 -4.981 5.165
C 4.435 -1.018 -0.132
H 7.825 0.572 -2.791
S 0.795 0.481 -2.139
H -4.081 3.618 -5.882
C 3.045 1.472 -5.377
C 2.346 1.857 3.933
C -2.313 -1.538 -4.884
C -4.240 -2.811 1.808
C 3.709 5.503 0.583
O -4.263 -1.971 0.738
H -5.834 0.975 1.538
C 0.191 4.438 -1.482
H 1.826 2.662 2.011
C 1.997 0.504 -3.469
C 2.156 2.510 -0.979
C 2.994 0.758 6.113
N -2.513 1.076 1.677
H -2.954 2.640 -6.863
C -3.380 0.609 3.840
C 3.868 0.353 -5.511
H -5.451 -6.340 5.090
H 5.595 1.087 -6.559
H 3.275 1.767 6.412
H -5.869 -0.120 -4.820
H 1.468 2.423 -4.270
H -2.511 -1.604 -5.951
C -4.876 -3.986 3.768
S 0.684 0.473 0.526
H -5.607 -4.157 4.547
H -4.843 -5.270 6.369
H 5.393 -0.671 -6.626
C -3.035 -3.512 1.807
H -4.721 1.349 -3.065
H -4.428 0.075 -5.840
H -4.354 -6.964 6.326
H 4.259 3.449 0.447
C 4.946 2.168 -2.019
C 4.358 1.203 -1.168
H 4.409 3.087 -2.219
H 4.599 5.785 1.132
H 3.904 0.158 6.054
H 2.916 7.513 0.568
H 2.842 2.762 4.262
H 4.369 -1.565 -4.689
C -2.887 -7.060 4.177
Se -2.733 2.117 -4.359
C 3.042 1.358 -0.648
C 2.462 0.325 0.061
C -4.584 -6.096 5.704
C 1.782 1.803 2.669
H 2.698 -1.431 -2.872
H 4.983 -1.931 0.065
C -3.368 -5.758 4.837
H -2.724 -7.825 4.939
C -4.798 0.090 -4.815
C -3.684 -4.708 3.770
C 1.605 6.148 -0.397
C -2.740 -4.453 2.767
H 0.560 -1.354 2.733
C -3.072 3.219 -5.952
C 6.325 -0.201 -1.495
C -2.332 0.823 2.991
C 1.067 -0.464 3.088
C 2.801 -0.619 -3.583
C -0.016 3.148 -1.888
S -3.986 1.424 -0.529
C 3.158 -0.866 0.325
C 1.623 -0.391 4.356
C -4.857 0.924 1.994
H -1.793 -4.977 2.731
H 6.854 -1.125 -1.295
H 6.595 2.667 -3.264
H -5.204 2.196 -4.548
H -2.362 4.043 -5.946
H -3.633 -7.426 3.470
O 0.216 -0.929 0.388
Se -3.995 -1.466 -3.893
O -1.445 1.295 0.908
H -3.186 0.413 4.884
H -6.117 -2.501 2.800
H -0.932 2.851 -2.384

[4]
21
Properties=species:S:1:pos:R:3 method="wB97M-V/def2-TZVPD" charge=+1 largest_force_ev_per_a=4.3 relative_energy_kj_mol=792.9 total_energy_ha=-528.02590 gap_ev=10.341 e_lumo_ev=-3.3
C -3.982 -1.803 0.194
C 3.405 0.618 0.749
C -0.778 1.633 -0.310
H 1.989 -1.682 -1.386
N -2.694 -1.809 0.262
N -0.188 0.522 -0.431
H -2.013 4.281 0.187
H -2.270 -2.455 0.833
C 2.662 -1.270 -0.689
H -1.468 -1.034 -0.301
N 2.412 -0.196 -0.080
H 2.952 0.789 1.774
H 1.113 0.374 -0.226
H -4.631 -1.046 -0.367
O -0.590 -0.759 -0.891
H 4.356 -0.061 0.789
O -1.496 3.844 -0.528
N -1.181 2.661 0.161
H -4.665 -2.495 0.654
H 3.592 -1.735 -0.673
H 3.476 1.621 0.279

[5]
15
Properties=species:S:1:pos:R:3 method="wB97M-V/def2-TZVPD" charge=+1 largest_force_ev_per_a=7.1 relative_energy_kj_mol=508.8 total_energy_ha=-470.17481 spin_multiplicity=3 gap_ev="5.710 / 8.301" e_lumo_ev="-4.3 / -7.1"
N 0.804 0.440 0.076
C -0.379 -0.105 -0.043
H 1.254 2.364 -0.387
H 0.323 2.209 0.883
C 1.072 -1.722 -0.412
H -1.114 -2.043 -0.786
C -0.259 -1.475 -0.456
N -3.560 0.125 0.166
H 1.527 -2.621 -0.679
C 1.160 1.720 0.381
O -3.474 -0.614 1.015
N 1.725 -0.584 -0.016
O -3.789 0.875 -0.655
H 2.688 -0.524 -0.049
H 2.021 1.955 0.961

[6]
14
Properties=species:S:1:pos:R:3 method="wB97M-V/def2-TZVPD" largest_force_ev_per_a=5.2 relative_energy_kj_mol=240.4 total_energy_ha=-398.94609 gap_ev=10.347 smiles="N[C@@H](CO)C(=O)O" e_lumo_ev=0.4
C 0.059 0.483 -0.261
H -0.321 -0.972 -2.087
H -0.229 1.505 -0.539
H -0.355 -0.843 1.632
H 1.114 -1.067 -0.882
C 1.584 0.375 -0.206
H -0.149 1.018 1.851
O -1.914 0.261 1.093
H -1.093 -1.295 -0.640
O 2.060 -0.696 -0.750
C -0.504 0.162 1.195
O 2.186 1.310 0.362
H -2.129 0.564 0.241
N -0.310 -0.804 -1.009

[7]
13
Properties=species:S:1:pos:R:3 method="wB97M-V/def2-TZVPD" charge=+1 largest_force_ev_per_a=5.1 relative_energy_kj_mol=454.5 total_energy_ha=-505.81788 spin_multiplicity=2 gap_ev="5.036 / 5.002" e_lumo_ev="-6.0 / -6.0"
Li -0.586 -2.314 -2.238
C -0.326 -0.939 0.455
O -0.110 -0.991 -0.891
H 1.268 0.020 1.522
H -0.622 -1.064 3.410
H 0.155 2.193 -0.139
H -0.301 0.787 1.712
H 1.658 1.311 -0.450
C 0.578 1.184 -0.255
Pb -0.580 0.479 -3.548
O -1.394 -1.405 0.823
C -0.099 0.439 -1.380
C 0.359 0.300 0.978